No. 1
The following is a quantum chemistry calculation of a structure of composition C3H4N2OP at a distorted geometry, from OMol25.

## Properties
HOMO (alpha / beta) = -13.6284 / -13.6280 eV
HOMO-LUMO gap (alpha / beta) = 7.327 / 7.326 eV
energy above the lowest of the compared OMol25 structures with the same formula, charge and spin = 101.3 kcal/mol

```
! RIJCOSX wB97M-V def2-TZVPD def2/J DEFGRID3
* xyz 1 1
C 1.0868 0.5158 0.1631
C -0.0094 1.2364 0.5010
C -0.3078 -1.5790 -0.1247
N 0.8938 -0.7991 -0.2901
N -1.2942 1.1750 0.0353
O -1.3814 -1.2374 0.5005
P -2.6926 0.4369 -0.1121
H 1.8914 1.1827 0.1481
H 0.3922 2.1383 1.0859
H -0.4085 -1.9922 -1.0757
H 1.8298 -1.0774 -0.8312
*
```

natural (NBO) atomic charge list, values in e, 2 entries: 0.016, -0.067

***

No. 2
The following is a quantum chemistry calculation of an isolated molecule of C3H4N2OS at a distorted geometry, from OMol25.

## Properties
HOMO (alpha / beta) = -7.7755 / -8.3240 eV
HOMO-LUMO gap (alpha / beta) = 6.035 / 7.207 eV
energy above the lowest of the compared OMol25 structures with the same formula, charge and spin = 142.8 kcal/mol

```
! RIJCOSX wB97M-V def2-TZVPD def2/J DEFGRID3
* xyz 0 1
C 0.3046 0.7614 0.0208
C 1.6534 0.4694 0.2734
C -0.5763 -0.1812 -0.3095
N 2.0103 -0.7775 0.2224
N 1.0756 -1.6030 0.0841
O -1.7118 -0.5869 -0.4937
S -3.1915 0.3574 0.3984
H 0.1171 1.8743 0.1469
H 2.5273 1.0778 0.4530
H 1.2684 -2.5748 -0.0706
H -3.4771 1.1831 -0.7253
*
```

natural (NBO) atomic charge list, values in e, 2 entries: -0.470, -0.034

***

No. 3
The following is a quantum chemistry calculation of an isolated molecule of C3H4N2OS at a distorted geometry, from OMol25.

## Properties
HOMO = -8.3019 eV
HOMO-LUMO gap = 9.083 eV
energy above the lowest of the compared OMol25 structures with the same formula, charge and spin = 26.5 kcal/mol

```
! RIJCOSX wB97M-V def2-TZVPD def2/J DEFGRID3
* xyz 0 1
C -0.0948 0.1877 -0.6631
C 1.1508 -0.1771 -0.1937
C -0.9730 -0.0334 0.4173
H 0.7951 0.9452 -2.6163
H 2.1469 -0.2138 -0.7000
H 1.7175 -0.8048 1.7256
H -2.6234 -0.0191 1.2861
N 0.9603 -0.5767 1.0743
N -0.2852 -0.5047 1.4754
O -2.2745 0.3304 0.4719
S -0.5196 0.8664 -2.2775
*
```

natural (NBO) atomic charge list, values in e, 2 entries: -0.308, -0.071

***

No. 4
The following is a quantum chemistry calculation of an isolated molecule of C3H4N2OS at a distorted geometry, from OMol25.

## Properties
HOMO = -9.2036 eV
HOMO-LUMO gap = 9.705 eV
energy above the lowest of the compared OMol25 structures with the same formula, charge and spin = 41.4 kcal/mol

```
! RIJCOSX wB97M-V def2-TZVPD def2/J DEFGRID3
* xyz 0 1
C 0.3369 -1.0119 0.3243
C 1.5353 0.4457 -0.8172
C -0.4218 0.1261 0.0977
N 1.6140 -0.7481 -0.2322
N 0.2812 0.9806 -0.7003
O -2.7431 -0.3160 -0.9996
S -2.2265 0.5465 0.3034
H 0.2074 -1.9550 0.7547
H 2.0862 1.0464 -1.5324
H -0.1139 1.7442 -1.0997
H -2.5198 -1.2223 -0.8833
*
```

natural (NBO) atomic charge list, values in e, 2 entries: -0.104, 0.165

***

No. 5
The following is a quantum chemistry calculation of an isolated molecule of C3H4N2OS at a distorted geometry, from OMol25.

## Properties
HOMO (alpha / beta) = -9.4196 / -9.4190 eV
HOMO-LUMO gap (alpha / beta) = 8.277 / 8.277 eV
energy above the lowest of the compared OMol25 structures with the same formula, charge and spin = 105.0 kcal/mol

```
! RIJCOSX wB97M-V def2-TZVPD def2/J DEFGRID3
* xyz 0 1
C -0.2073 1.1561 -0.1358
C 0.2796 -0.3391 -0.1216
C 0.3327 -1.2678 -1.2486
N 0.2589 -0.8525 1.1394
N -0.0472 -0.0346 2.0390
O -0.5429 2.5524 2.2778
S -0.7169 1.3914 1.4711
H -0.5180 1.5965 -1.0484
H 1.1325 -1.9807 -0.9692
H 0.7099 -0.6849 -2.1040
H -0.6813 -1.5369 -1.2997
*
```

natural (NBO) atomic charge list, values in e, 2 entries: -0.589, 0.193

***

No. 6
The following is a quantum chemistry calculation of an isolated molecule of C3H4N2OS at a distorted geometry, from OMol25.

## Properties
HOMO = -8.5298 eV
HOMO-LUMO gap = 9.334 eV
energy above the lowest of the compared OMol25 structures with the same formula, charge and spin = 41.2 kcal/mol

```
! RIJCOSX wB97M-V def2-TZVPD def2/J DEFGRID3
* xyz 0 1
C -0.9527 -0.3406 1.6444
C 0.9385 -0.0376 0.6808
C 0.0537 0.1897 -1.5801
N -1.2455 0.0618 0.4378
N -0.0621 0.1666 -0.1806
O 0.4021 -0.4134 1.8924
S 2.5475 0.1644 0.3864
H -1.5295 -0.3434 2.5276
H -0.9410 -0.2506 -1.7488
H -0.1178 1.1234 -2.1090
H 0.9067 -0.3202 -1.9508
*
```

natural (NBO) atomic charge list, values in e, 2 entries: 0.295, 0.332

***

No. 7
The following is a quantum chemistry calculation of an isolated molecule of C3H4N2S at a distorted geometry, from OMol25.

## Properties
HOMO = -10.1041 eV
HOMO-LUMO gap = 10.398 eV
energy above the lowest of the compared OMol25 structures with the same formula, charge and spin = 66.4 kcal/mol

```
! RIJCOSX wB97M-V def2-TZVPD def2/J DEFGRID3
* xyz 0 1
C -4.0524 0.1175 -0.0407
C -2.2588 0.3282 -0.0602
C 0.3102 -0.6469 0.1336
N -5.1559 -0.0322 0.1385
N -1.8400 1.5071 0.0128
S -1.4293 -1.1960 -0.1043
H 0.2416 0.0934 0.9999
H 0.7956 0.0619 -0.6153
H 0.8396 -1.6097 0.4998
H -0.8095 1.5836 0.2642
*
```

natural (NBO) atomic charge list, values in e, 2 entries: 0.224, 0.107

***

No. 8
The following is a quantum chemistry calculation of a structure of composition C3H4N2S2 at a distorted geometry, from OMol25.

## Properties
HOMO = -9.1866 eV
HOMO-LUMO gap = 8.816 eV
energy above the lowest of the compared OMol25 structures with the same formula, charge and spin = 65.6 kcal/mol

```
! RIJCOSX wB97M-V def2-TZVPD def2/J DEFGRID3
* xyz 0 1
C 0.2040 0.2344 -1.4604
C 0.1428 -1.1555 -1.5740
C 0.4633 0.4730 -0.1169
N 0.3641 -1.7173 -0.4231
N 0.5656 -0.7259 0.5207
S 0.2985 1.7532 3.0483
S 0.5125 2.3388 1.1971
H -0.0768 1.1268 -2.0714
H -0.0108 -1.9138 -2.3513
H 0.5970 -0.9035 1.4927
H -1.1512 1.8256 3.0120
*
```

natural (NBO) atomic charge list, values in e, 2 entries: -0.427, -0.050